The following is a DFT calculation (the ωB97M-V functional and the def2-TZVPD basis) of a 4-piece molecular cluster, C24H49BN2O17S overall in a non-equilibrium geometry.

Output
ΔE to the lowest compared entry with this formula, charge and spin   554.6 kJ/mol
SMILES   C=C[C@@](CC(=O)O)(O[C@H](CCCCS(=O)(=O)O)B(O)O)[C@@H](CC(C)C)NN.COC(=O)OC.COC(=O)OC.COC(=O)OC
E_tot   -74971.058 eV

Geometry as ORCA input:
```
! RIJCOSX wB97M-V def2-TZVPD def2/J DEFGRID3
* xyz 0 1
C -7.5631 0.9820 1.3464
C -6.2286 0.5974 1.8608
C -4.9188 0.1461 0.9219
C -5.3223 0.5655 -0.6161
C -5.3356 2.1769 -0.9144
O -5.4216 2.5788 -2.2069
O -5.2551 3.2188 0.1237
O -3.7887 0.8997 1.4930
C -2.5687 0.8197 0.6918
C -1.4032 0.1502 1.6905
C -0.1216 -0.1754 0.6661
C 0.5600 -1.6532 0.9465
C 1.6127 -1.9802 -0.3113
S 3.2243 -2.7741 0.2785
O 3.0779 -3.4740 1.6592
O 3.5795 -3.8609 -0.7828
O 4.5598 -1.6663 0.2600
B -1.9350 2.3216 0.2923
O -2.0196 3.4591 1.2380
O -1.2982 2.4413 -1.0583
C -4.7063 -1.5123 1.0083
C -4.8044 -2.1074 2.5304
C -6.0092 -3.1834 2.7940
C -5.6983 -3.9185 4.2586
C -7.5146 -2.5454 2.9020
N -5.6090 -2.1970 -0.0072
N -5.1474 -3.4451 -0.3786
H -8.0845 1.9541 1.7973
H -8.1856 0.3935 0.5294
H -6.0910 0.5617 3.0374
H -4.4879 0.1016 -1.3328
H -6.3390 0.1325 -0.9994
H -6.1475 3.6521 0.2845
H -2.6072 0.1086 -0.2355
H -1.7948 -0.8178 2.2179
H -0.9722 0.9628 2.4499
H 0.7120 0.6775 0.7196
H -0.4620 -0.1935 -0.4746
H -0.3047 -2.4447 0.8423
H 1.0876 -1.7347 1.9981
H 1.8924 -0.9715 -0.8854
H 1.1434 -2.7217 -1.1056
H 5.1339 -1.9387 -0.5149
H -2.2582 3.0805 2.1395
H -0.2969 2.2986 -0.9832
H -3.5977 -1.7575 0.6359
H -4.8743 -1.2907 3.3813
H -3.7887 -2.6934 2.7611
H -6.0704 -4.0641 2.0133
H -4.9804 -4.8296 4.1029
H -6.7302 -4.3523 4.6150
H -5.3190 -3.1215 5.0324
H -7.7642 -1.7130 2.1187
H -8.2679 -3.4413 2.6687
H -7.7638 -2.2339 4.0244
H -6.6117 -2.1844 0.2685
H -5.8860 -4.1815 -0.3703
H -4.8220 -3.3616 -1.3815
C 1.9141 -0.4981 6.3589
O 1.2888 0.5670 7.0724
C 0.7378 1.5213 6.2806
O 0.7408 1.5299 5.0596
O 0.1829 2.4647 7.0829
C -0.4389 3.5396 6.3814
H 2.3198 -1.2025 7.0903
H 1.1841 -1.0282 5.7388
H 2.7412 -0.1208 5.7489
H -1.2630 3.1709 5.7621
H 0.2940 4.0782 5.7722
H -0.8482 4.2337 7.1206
C 7.0983 1.9146 -4.5574
O 6.2710 2.6265 -3.6391
C 6.2065 2.0737 -2.4016
O 6.7801 1.0587 -2.0386
O 5.3931 2.8459 -1.6377
C 5.2305 2.3817 -0.2990
H 7.0763 2.4449 -5.5133
H 8.1336 1.8871 -4.2028
H 6.7151 0.9015 -4.7168
H 6.1913 2.3727 0.2258
H 4.7728 1.3872 -0.2882
H 4.5617 3.0737 0.2199
C 7.0709 -0.7333 -8.4169
O 8.2541 -0.5378 -9.1890
C 8.9403 0.5920 -8.8826
O 8.6292 1.4119 -8.0329
O 10.0328 0.6516 -9.6854
C 10.8554 1.7971 -9.4729
H 6.6030 -1.6653 -8.7457
H 7.3149 -0.8271 -7.3538
H 6.3624 0.0847 -8.5823
H 11.2506 1.8046 -8.4519
H 10.2981 2.7163 -9.6804
H 11.6981 1.7417 -10.1674
*
```

Atom charges from the Mulliken analysis, given in e for atoms 1 to 6: C -0.878; C -0.469; C 0.621; C -0.557; C 0.100; O -0.586

The following is a DFT calculation (the ωB97M-V functional and the def2-TZVPD basis) of C16H19ClFNO3 in the gas phase.

Output
ΔE to the lowest compared entry with this formula, charge and spin   83.5 kJ/mol
SMILES   CCOCc1cc(CCF)c(C[C@@H](C)Cl)c2c1C(=O)NC2=O
E_tot   -39773.472 eV

Geometry as ORCA input:
```
! RIJCOSX wB97M-V def2-TZVPD def2/J DEFGRID3
* xyz 0 1
C -0.2763 1.8936 -5.2943
C -0.4332 2.7598 -4.0579
O 0.0234 2.0712 -2.9037
C -1.0524 1.5115 -2.1639
C -0.5030 0.6313 -1.0808
C -0.0527 1.1552 0.1321
C 0.4440 0.3621 1.1689
C 0.9410 0.9600 2.4586
C 0.6805 2.4345 2.6479
F -0.6800 2.6794 2.7310
C 0.4982 -1.0406 1.0161
C 0.9934 -1.9672 2.0942
C 0.0131 -2.2658 3.2634
C 0.5745 -1.8954 4.6446
Cl -1.6043 -1.4929 3.0457
C 0.0751 -1.5516 -0.2092
C -0.4182 -0.7468 -1.2342
C -0.8177 -1.6122 -2.3674
O -1.3194 -1.3260 -3.4136
N -0.4802 -2.9327 -2.0050
C 0.0340 -2.9554 -0.6888
O 0.3883 -3.9683 -0.1543
H -0.6597 2.4066 -6.1718
H -0.8899 1.0056 -5.1639
H 0.7657 1.6197 -5.4178
H -1.4921 3.0055 -3.9501
H 0.0898 3.7089 -4.1511
H -1.6601 0.8993 -2.8232
H -1.6529 2.3075 -1.7165
H -0.0991 2.2218 0.2839
H 2.0175 0.8111 2.5624
H 0.4947 0.4406 3.3006
H 1.1017 3.0125 1.8276
H 1.1187 2.7794 3.5805
H 1.1529 -2.9244 1.6158
H 1.9427 -1.6256 2.4926
H -0.2038 -3.3237 3.2748
H 1.4595 -1.2718 4.5678
H -0.1477 -1.3469 5.2396
H 0.8219 -2.7960 5.1981
H -1.1877 -3.6338 -2.1786
*
```

Atom charges from the Mulliken analysis, given in e for atoms 1 to 6: C -0.987; C -0.431; O -0.354; C -0.980; C -0.157; C -0.479